Molecular formula: C47H48N3P3S2V
Method: DFT, ωB97M-V/def2-TZVPD

Calculated values
Spin multiplicity: 4
HOMO energy (alpha / beta), eV: -7.30 / -7.44
Strongest force on any atom, hartree/bohr: 0.0198
Net charge: 0
Frontier orbital gap (alpha / beta), eV: 7.3710 / 7.3132

XYZ file:
```
104
C47H48N3P3S2V | OMol25 | ωB97M-V/def2-TZVPD
V 0.80132 0.27367 0.48996
S 1.07783 0.73897 2.80084
C 2.78265 0.84472 3.13403
C 3.25447 1.07413 4.42781
C 4.61107 1.15992 4.68339
C 5.05905 1.40441 6.03748
N 5.39566 1.61078 7.11668
C 5.52777 1.01289 3.63272
C 5.06408 0.78832 2.34837
C 3.69675 0.70550 2.08403
S 3.12347 0.43386 0.45559
C 6.95320 1.09061 3.86820
N 8.08911 1.15254 4.03069
H 2.55125 1.18293 5.24308
H 5.77260 0.67260 1.53869
C -2.47294 -0.11823 -1.20887
N -2.36612 -0.30049 0.25723
P -1.29202 -1.68425 0.49860
C -2.31907 -3.07365 -0.07768
C -3.68812 -2.96827 -0.29344
C -4.42058 -4.09441 -0.65088
C -3.79117 -5.32267 -0.79207
C -2.42198 -5.42882 -0.57653
C -1.68824 -4.30689 -0.22649
C -1.26606 -2.05666 2.27420
C -0.03466 -2.39237 2.82726
C 0.05384 -2.77574 4.16025
C -1.08533 -2.79053 4.94800
C -2.32466 -2.47497 4.39615
C -2.41674 -2.13758 3.05909
P -1.52151 1.05679 0.99138
C -2.40880 1.17828 2.60677
C -3.73406 0.74614 2.65434
C -4.47733 0.87194 3.81674
C -3.90678 1.44207 4.94902
C -2.60508 1.91535 4.89337
C -1.86065 1.79690 3.72495
C -2.21675 2.58186 0.26875
C -3.49984 2.73840 -0.24634
C -3.92848 3.98508 -0.68047
C -3.09071 5.08873 -0.57946
C -1.82271 4.94550 -0.03514
C -1.38581 3.69613 0.38172
H -2.67902 -1.07447 -1.68661
H -1.55128 0.28416 -1.63305
H -3.28739 0.55448 -1.45983
H -4.18099 -2.01098 -0.16917
H -5.48714 -4.00899 -0.81582
H -4.36486 -6.19671 -1.07190
H -1.92659 -6.38532 -0.68016
H -0.61950 -4.39304 -0.05947
H 0.86394 -2.33801 2.22497
H 1.01543 -3.03139 4.58478
H -1.01404 -3.05194 5.99628
H -3.21714 -2.49983 5.00845
H -3.38554 -1.93559 2.62102
H -4.18086 0.29293 1.77844
H -5.50242 0.52249 3.83919
H -4.47728 1.51918 5.86605
H -2.15726 2.38009 5.76230
H -0.85071 2.17952 3.69616
H -4.18574 1.90246 -0.28312
H -4.92598 4.09673 -1.08641
H -3.43199 6.06001 -0.91366
H -1.17025 5.80374 0.06116
H -0.38826 3.58411 0.79559
C -0.96438 -0.31771 -4.30620
C 0.36899 -0.87698 -3.78643
C 0.08218 -2.25488 -3.16154
C 1.27842 -1.09081 -4.99973
P 1.16027 0.20774 -2.41542
C 2.85942 -0.48876 -2.48698
C 3.94882 0.04963 -3.16612
C 5.17433 -0.60370 -3.18493
C 5.32927 -1.81966 -2.53509
C 4.25451 -2.36891 -1.85106
C 3.04081 -1.70098 -1.81984
C 1.21570 1.98230 -3.03331
C -0.17546 2.58406 -2.78256
C 1.57077 2.20196 -4.50947
C 2.19566 2.75831 -2.13643
H -1.33553 -0.99824 -5.07839
H -0.85685 0.66150 -4.76851
H -1.73243 -0.25341 -3.54233
H -0.57823 -2.81147 -3.83324
H -0.41010 -2.17928 -2.19039
H 0.99299 -2.83974 -3.03652
H 0.82483 -1.87344 -5.61700
H 2.27582 -1.42693 -4.72251
H 1.37091 -0.19989 -5.61932
H 3.86959 0.99676 -3.67579
H 6.00812 -0.15899 -3.71357
H 6.28572 -2.32658 -2.54773
H 4.36631 -3.30615 -1.32108
H 2.22800 -2.11665 -1.23602
H -0.93669 2.19922 -3.46043
H -0.12419 3.66852 -2.91998
H -0.50967 2.40758 -1.75919
H 0.78279 1.84883 -5.17366
H 2.49928 1.72934 -4.81943
H 1.67482 3.27819 -4.67813
H 1.87275 2.75566 -1.09436
H 2.21834 3.79730 -2.47905
H 3.21109 2.36915 -2.14546
```